# 1
63
Properties=species:S:1:pos:R:3:forces:R:3 method="wB97M-V/def2-TZVPD" e_tot_ha=-1813.27181 e_lumo_ev=-4.706 homo_lumo_gap_ev=6.122 charge=+1 homo_energy_ev=-10.827
Pt -0.24780 0.31943 0.80256 0.131 0.041 -0.005
C 4.89421 0.04651 1.04353 -0.169 0.011 0.013
O 4.54654 -0.83180 1.85853 0.176 -0.043 0.148
C 3.61937 -1.83814 1.42997 -0.180 -0.098 -0.116
C 3.98263 -2.70502 0.42355 0.108 0.063 0.050
C 3.03525 -3.61875 -0.01125 -0.044 -0.043 -0.011
C 1.75523 -3.58312 0.51796 0.069 0.008 -0.016
C 1.40907 -2.66471 1.50637 -0.053 0.174 -0.059
C -0.00622 -2.52420 1.88686 0.009 -0.078 0.097
N -0.67603 -1.44985 1.71341 -0.001 0.011 -0.026
N -2.02365 -1.58191 2.04059 -0.019 0.012 -0.003
C -2.73031 -0.64986 1.47354 -0.063 0.088 -0.023
O -2.23121 0.29188 0.72770 0.021 -0.119 0.078
C -4.19792 -0.64636 1.66426 0.004 -0.001 -0.013
C -4.95244 0.40047 1.14358 0.005 0.001 0.009
C -6.32720 0.41725 1.31687 0.004 0.001 -0.002
C -6.95192 -0.61001 2.00974 0.000 -0.001 0.001
C -6.20000 -1.65404 2.53276 -0.003 -0.001 0.001
C -4.82625 -1.67494 2.36231 0.006 -0.011 -0.007
C 2.37672 -1.81951 2.04275 0.016 -0.063 0.061
O 2.11970 -1.00422 3.09491 0.047 0.131 -0.257
H 5.65481 0.74831 1.37168 -0.006 0.034 -0.005
H 1.90849 -0.13458 2.69339 -0.018 -0.004 0.146
H 4.48911 0.03113 0.03400 0.017 0.002 -0.014
H 4.98550 -2.68835 0.01491 -0.007 -0.003 -0.009
H 3.28987 -4.33505 -0.77892 0.007 0.002 0.003
H 0.99741 -4.25441 0.13502 -0.005 0.003 0.003
H -0.56321 -3.38230 2.25153 0.033 -0.013 0.010
H -4.45154 1.19622 0.61095 0.002 0.000 0.003
H -6.91254 1.23457 0.91597 -0.001 0.000 0.001
H -8.02537 -0.59625 2.14602 0.000 0.000 0.000
H -6.68691 -2.45323 3.07545 0.000 0.000 0.000
H -4.23077 -2.48171 2.76560 0.000 0.001 0.000
C -0.38134 3.98427 -1.62669 0.005 -0.006 0.007
C -0.68506 2.64421 -1.04683 0.018 0.056 -0.036
N 0.05928 2.06406 -0.17668 -0.060 -0.037 -0.074
N 1.27275 2.69940 0.12648 -0.017 0.027 -0.016
C 2.04631 1.90425 0.76848 0.025 -0.136 0.144
O 1.75982 0.66838 1.10761 -0.101 -0.014 -0.022
C 3.39293 2.39018 1.17659 0.006 0.022 -0.039
C 3.80180 2.28306 2.50983 -0.035 -0.072 -0.025
C 5.04623 2.75908 2.89680 0.082 0.033 -0.028
C 5.90003 3.31716 1.95216 -0.021 -0.016 0.064
C 5.49771 3.42481 0.62472 -0.060 -0.012 -0.040
C 4.24005 2.98085 0.24042 0.084 0.035 -0.007
C -1.86713 1.91742 -1.58325 -0.040 -0.014 -0.008
C -3.11581 2.52227 -1.63040 0.012 -0.003 0.016
C -4.17409 1.79909 -2.15474 -0.015 0.018 0.001
C -3.93754 0.52081 -2.62711 0.005 -0.044 -0.007
C -2.64510 0.01844 -2.56457 -0.005 0.030 0.022
N -1.62215 0.69502 -2.05486 0.029 0.029 0.006
H 0.39686 4.50065 -1.07805 0.001 0.005 0.003
H -1.29295 4.58150 -1.64646 -0.004 -0.003 -0.007
H -0.07262 3.85401 -2.66690 0.015 -0.002 0.004
H 3.13668 1.84896 3.24598 -0.009 -0.008 -0.005
H 5.35097 2.69776 3.93295 -0.018 -0.007 0.003
H 6.87228 3.68251 2.25509 0.003 0.006 -0.011
H 6.15600 3.87409 -0.10680 0.005 0.001 0.004
H 3.90102 3.08975 -0.78172 0.005 0.003 -0.001
H -3.26500 3.52098 -1.24277 0.007 0.004 0.001
H -5.16701 2.22756 -2.18982 -0.002 -0.001 -0.002
H -4.73384 -0.07959 -3.04440 -0.002 0.002 0.001
H -2.42108 -0.97251 -2.94180 0.003 0.001 -0.007

# 2
62
Properties=species:S:1:pos:R:3:forces:R:3 method="wB97M-V/def2-TZVPD" e_tot_ha=-1583.24289 e_lumo_ev="-6.220 / -6.213" homo_lumo_gap_ev="3.934 / 3.921" charge=+1 homo_energy_ev="-10.154 / -10.134"
O 0.41992 2.89733 -1.69306 0.167 -0.326 0.457
C 0.92459 3.53796 -2.88949 -0.496 -0.502 0.155
C -0.46030 3.40983 -3.55128 0.221 0.078 -0.075
H 1.70077 2.88402 -3.29154 0.174 0.461 -0.256
H 1.27265 4.56850 -2.71775 0.007 -0.431 0.013
C -0.95101 2.87808 -2.17649 0.106 0.700 -0.819
H -0.47170 2.64484 -4.33761 -0.184 0.345 0.058
H -0.88004 4.36605 -3.88685 -0.107 -0.447 -0.046
C -1.67021 1.55143 -2.13415 -0.248 -0.683 0.211
H -1.05914 0.65207 -2.20575 0.014 0.810 0.129
H -2.44818 1.46619 -2.91706 0.312 0.285 0.308
H -2.14739 1.47453 -1.15959 -0.082 -0.026 -0.313
C -1.75527 3.83379 -1.33763 -0.021 0.383 -0.077
H -1.38212 4.85580 -1.40839 0.149 -0.025 0.188
H -1.67888 3.44777 -0.31582 -0.196 0.363 0.039
H -2.79731 3.85950 -1.65457 -0.107 -0.127 0.081
Pb 0.22332 -1.90785 -0.32502 -0.430 1.382 2.479
C 0.85396 2.18173 2.63666 0.037 -0.003 -0.338
C 1.20027 0.83352 2.87367 -1.749 1.914 1.510
C 1.62847 0.27577 1.64324 0.348 0.044 -4.265
H 1.17164 0.30460 3.82416 0.169 0.195 -0.174
C 1.51687 1.27102 0.63037 0.852 -3.044 0.719
C 1.01624 2.44951 1.24597 -0.458 0.326 2.088
H 0.78458 3.39269 0.75351 0.172 -0.359 0.063
H 0.52798 2.90032 3.37912 -0.003 -0.187 -0.127
H 2.01994 -0.74203 1.54379 0.045 0.532 0.023
H 1.78935 1.15993 -0.42091 -0.168 0.120 0.473
C -1.62180 -0.64207 2.61057 1.154 0.332 0.264
C -2.08446 0.58829 2.08631 -1.126 0.512 -1.432
C -2.68856 0.33150 0.83107 0.659 1.681 1.674
H -2.01493 1.56789 2.56764 -0.078 -0.548 -0.180
C -2.54105 -1.05664 0.53656 0.564 -1.601 1.073
C -1.90761 -1.66650 1.66174 -0.300 -0.389 -1.537
H -1.73163 -2.73543 1.80042 -0.203 0.412 -0.025
H -1.15416 -0.79057 3.58729 -0.418 0.041 -0.373
H -3.23820 1.07142 0.23758 0.317 -0.523 0.404
H -2.93946 -1.57661 -0.34050 0.033 0.176 0.442
O 0.21155 -2.04965 -2.59766 0.273 -0.566 -2.597
C -0.37972 -1.01052 -3.48060 0.712 0.114 0.703
C 0.05824 -1.30622 -4.89118 -0.081 0.447 -0.212
H 0.10153 -0.05563 -3.18282 -0.504 -0.733 -0.028
H -1.47464 -0.98227 -3.33969 0.640 -0.119 0.108
C 1.05312 -2.46017 -4.81835 0.235 -0.216 -0.226
H 0.56303 -0.40445 -5.23377 -0.073 -0.094 -0.369
H -0.79273 -1.48500 -5.55202 0.199 -0.186 0.091
C 1.14032 -2.91583 -3.37367 -0.193 -0.006 0.637
H 2.04985 -2.11959 -5.11251 -0.265 -0.243 -0.306
H 0.70480 -3.26458 -5.45960 0.318 -0.102 -0.084
H 2.17745 -2.79958 -2.99611 -0.693 0.070 0.084
H 0.81250 -3.94951 -3.18514 0.117 0.353 -0.226
Te 1.51939 -3.67647 1.55166 0.483 -0.658 0.042
C 1.42943 -2.91013 3.54600 -0.383 0.029 0.126
C 0.18684 -2.93343 4.20850 0.804 0.336 -0.035
C 0.12702 -2.47369 5.52902 0.015 -0.334 -0.104
C 1.29293 -2.13468 6.22818 -0.096 0.094 -0.492
C 2.51759 -2.11106 5.55126 0.011 -0.283 -0.083
C 2.60281 -2.49870 4.20650 -0.832 -0.112 -0.190
H -0.68499 -3.31882 3.66907 0.241 0.308 0.449
H -0.84211 -2.40757 6.01570 0.154 -0.194 0.090
H 1.23785 -1.91237 7.29722 0.049 0.127 -0.456
H 3.42059 -1.82008 6.08313 -0.135 -0.094 -0.093
H 3.54015 -2.53826 3.65066 -0.122 0.191 0.363

# 3
13
Properties=species:S:1:pos:R:3:forces:R:3 method="wB97M-V/def2-TZVPD" e_tot_ha=-286.58262 e_lumo_ev=0.911 homo_lumo_gap_ev=10.284 charge=0 homo_energy_ev=-9.373 smiles="O=CN1CCC1"
O 2.33775 1.40400 -0.79449 -0.117 -0.321 0.052
C 1.88042 0.29175 -0.60959 -0.109 0.025 -0.009
N 0.56323 0.02842 -0.46186 0.383 0.148 -0.068
C -0.52282 0.97622 -0.24324 -0.090 0.211 -0.035
C -1.40060 -0.21082 0.22548 -0.154 -0.036 0.053
C -0.15914 -1.12733 0.06856 0.012 -0.243 0.065
H 2.50283 -0.62594 -0.56241 -0.047 0.163 0.000
H -0.28407 1.72549 0.52037 -0.056 -0.120 -0.106
H -0.85181 1.48764 -1.15280 0.050 -0.055 0.135
H -1.79311 -0.12708 1.24030 0.075 -0.033 -0.157
H -2.21543 -0.45732 -0.45768 0.119 0.046 0.108
H -0.26271 -1.95387 -0.64338 -0.002 0.135 0.126
H 0.24984 -1.51217 1.01154 -0.064 0.081 -0.164

# 4
49
Properties=species:S:1:pos:R:3:forces:R:3 method="wB97M-V/def2-TZVPD" e_tot_ha=-2427.76384 e_lumo_ev=-3.555 homo_lumo_gap_ev=8.154 charge=+1 homo_energy_ev=-11.709
Bi -0.19977 2.95227 -1.42969 0.192 -0.497 -0.277
C -2.57866 -5.19851 -3.14527 -0.004 -0.011 -0.002
C -1.89201 -3.88017 -2.93073 0.025 0.005 -0.006
C -2.58707 -2.78283 -2.42546 -0.026 -0.024 -0.003
C -1.96406 -1.55914 -2.25335 -0.003 0.058 0.040
C -0.62637 -1.43428 -2.59494 0.091 0.031 -0.127
C 0.09117 -2.50849 -3.10571 -0.014 -0.016 -0.028
C -0.54666 -3.72621 -3.26320 -0.037 0.031 0.026
S 0.22859 0.08531 -2.38791 -0.535 0.069 -0.008
O 1.35763 0.09263 -3.26472 0.072 -0.135 0.099
O 0.41240 0.32686 -0.95433 0.384 0.072 0.183
N -0.81073 1.28864 -2.72163 0.134 0.318 -0.094
C -1.03656 1.67552 -4.11034 0.093 0.032 -0.032
C -0.99012 3.19681 -4.30137 -0.085 -0.069 -0.022
O -1.32872 3.70342 -5.32641 0.050 0.014 0.032
O -0.57051 3.90532 -3.23718 0.133 0.080 0.139
H -3.54621 -5.23209 -2.64764 0.003 0.007 0.004
H -1.96904 -6.02130 -2.77201 -0.002 -0.002 -0.001
H -2.74335 -5.37238 -4.21010 0.000 0.001 -0.001
H -3.63502 -2.88848 -2.17394 0.001 0.005 0.003
H -2.51111 -0.70566 -1.87409 -0.002 -0.010 0.003
H 1.12830 -2.37996 -3.38359 -0.006 -0.003 -0.002
H 0.00520 -4.56805 -3.66219 0.000 -0.005 0.000
H -2.01631 1.34598 -4.45448 0.002 -0.026 -0.007
H -0.27409 1.25705 -4.77190 0.002 -0.005 0.007
N 0.80196 -0.06613 5.57781 0.007 -0.009 0.007
C -0.49988 0.67811 5.72609 -0.011 0.011 -0.011
C -1.02330 1.02108 4.33378 0.005 -0.021 0.001
N -0.07058 1.73395 3.51253 0.020 0.006 0.049
C 1.21551 1.07075 3.42912 0.027 -0.007 0.023
C 1.81232 0.73028 4.78800 0.022 0.006 -0.024
H 0.62765 -0.94832 5.09059 -0.002 -0.003 0.002
H 1.17824 -0.30594 6.49492 0.003 -0.004 -0.002
H -0.27627 1.57281 6.30621 -0.002 -0.001 0.003
H -1.18510 0.04473 6.28726 0.003 -0.006 -0.001
H -1.93814 1.60196 4.44035 0.005 0.006 0.006
H -1.29915 0.09174 3.82159 0.001 0.005 -0.006
H 0.01715 2.70785 3.77257 -0.012 -0.002 -0.011
H 1.92417 1.69192 2.88974 -0.005 0.009 -0.006
H 1.10543 0.15461 2.83769 -0.016 0.003 0.000
H 2.02347 1.62327 5.37571 -0.001 -0.001 0.000
H 2.71736 0.13111 4.70302 -0.003 -0.008 0.006
F 1.44827 2.20813 0.72041 0.038 -0.614 -0.216
Te 3.02335 2.08447 -0.37990 0.396 1.334 0.193
F 4.64056 2.44681 -1.18174 0.044 -0.105 -0.009
F 3.27656 0.42444 -1.14036 -0.796 -0.103 0.028
F 3.66422 1.20355 1.12876 0.169 0.020 -0.024
F 3.43907 3.64445 0.55149 -0.194 0.028 -0.053
O 1.98025 2.88209 -1.68342 -0.166 -0.465 0.119